Entry from the OMol25 dataset: 2 unconnected molecules or ions with the total composition C4H9N2O2 in a non-equilibrium geometry (ωB97M-V/def2-TZVPD).

XYZ file:
```
17
C4H9N2O2, DFT ωB97M-V/def2-TZVPD
O -0.37486 1.52037 -0.74852
C -0.44960 0.25214 -0.71942
N -1.25501 -0.51055 -0.03035
C -1.82496 0.14864 3.89402
O -2.22395 0.07849 5.02640
C 0.70246 -0.48903 -1.44879
C 2.00050 -0.10118 -0.73661
N 0.75648 -0.12694 -2.84849
H -2.04537 -0.00996 0.36748
H -1.46407 1.06251 3.40240
H -1.93338 -0.69485 3.18684
H 0.39753 -1.51811 -1.26625
H 1.74279 0.15919 0.28638
H 2.75193 -0.88409 -0.84343
H 2.46795 0.75880 -1.21967
H 0.03925 -0.53288 -3.42797
H 0.71232 0.88745 -2.87401
```

Summary:
Gap between HOMO and LUMO ... 7.2564 eV
2S+1 ... 1
Charge ... -1
Relative energy (zero: lowest compared OMol25 entry of this formula, charge and spin) ... 44.2 kcal per mole
LUMO ... 3.610 eV
Molecular weight ... 117.13 g mol⁻¹
E_HOMO ... -3.65 eV
Electronic energy ... -11369.2469 eV

=====

Entry from the OMol25 dataset: 2 unconnected molecules or ions with the total composition C4H9N2O2 in a non-equilibrium geometry (ωB97M-V/def2-TZVPD).

XYZ file:
```
17
C4H9N2O2, DFT ωB97M-V/def2-TZVPD
C 0.52203 -1.73595 1.08576
C -0.20619 1.00680 -0.34950
C 1.34216 -2.52288 0.19519
C -0.67614 1.57437 -1.62196
N 0.08701 -1.45396 2.17090
N -0.05616 1.86409 0.74846
O -0.55162 -0.51133 2.75625
O 0.01093 -0.19968 -0.19369
H 1.22446 -3.55766 0.21512
H 0.92572 -2.08869 -0.72797
H 2.45438 -2.45516 0.16918
H 0.22144 2.09638 -2.00255
H -1.46892 2.26167 -1.15176
H -1.03095 0.80758 -2.21053
H 0.42275 1.64772 1.63324
H -0.42508 2.78147 0.67055
H -0.55371 -0.60023 3.72785
```

Summary:
Gap between HOMO and LUMO ... 10.5162 eV
2S+1 ... 1
Charge ... +1
Relative energy (zero: lowest compared OMol25 entry of this formula, charge and spin) ... 93.9 kcal per mole
LUMO ... -3.950 eV
Molecular weight ... 117.13 g mol⁻¹
E_HOMO ... -14.47 eV
Electronic energy ... -11358.8973 eV

=====

Entry from the OMol25 dataset: 2 unconnected molecules or ions with the total composition C4H9N2O2 in a non-equilibrium geometry (ωB97M-V/def2-TZVPD).

XYZ file:
```
17
C4H9N2O2, DFT ωB97M-V/def2-TZVPD
C 0.90456 0.45219 1.14479
C 0.96390 0.48523 2.64671
C -0.14021 -0.76723 -1.99224
C -2.05636 0.11657 -3.19158
N -1.04800 -0.38937 -2.68650
N 0.09223 -0.22176 0.42204
O 1.78031 1.27898 0.53167
O -0.60376 -1.30460 0.94385
H 0.99166 1.50366 3.23536
H 1.72158 -0.12523 3.15371
H 0.06205 0.01885 3.02535
H 2.53899 1.51679 1.05495
H -0.15736 -1.72887 -1.66263
H 0.75111 -0.17597 -1.75976
H -2.87385 0.67161 -2.60790
H -2.22243 -0.16495 -4.18216
H -0.70444 -1.16590 1.92433
```

Summary:
Gap between HOMO and LUMO ... 8.8030 eV
2S+1 ... 1
Charge ... +1
Relative energy (zero: lowest compared OMol25 entry of this formula, charge and spin) ... 112.8 kcal per mole
LUMO ... -4.306 eV
Molecular weight ... 117.13 g mol⁻¹
E_HOMO ... -13.11 eV
Electronic energy ... -11358.0746 eV

=====

Entry from the OMol25 dataset: a gas-phase ion, C4H9N2O2 (charge +1) in a non-equilibrium geometry (ωB97M-V/def2-TZVPD).

XYZ file:
```
17
C4H9N2O2, DFT ωB97M-V/def2-TZVPD
C 1.13530 0.85487 -0.96538
C -0.09403 1.11623 -0.08288
C 0.03438 -1.27628 0.16685
C -1.59249 -0.05639 1.47609
N 1.04301 -0.33973 -1.64941
N -0.85364 -0.13692 0.19070
O 2.05197 1.62484 -1.07618
O 2.14668 -0.87698 -2.09876
H 0.27517 1.52839 0.85935
H -0.72421 1.86750 -0.56304
H -0.33682 -2.19615 -0.24737
H 0.81200 -1.30540 0.90906
H -2.19573 -0.95006 1.61948
H -0.88481 0.00874 2.30576
H -2.24157 0.81779 1.49682
H -1.53622 -0.25519 -0.57100
H 2.96102 -0.42524 -1.77009
```

Summary:
Gap between HOMO and LUMO (spin up / spin down) ... 8.3515 / 8.8944 eV
2S+1 ... 1
Charge ... +1
Relative energy (zero: lowest compared OMol25 entry of this formula, charge and spin) ... 118.4 kcal per mole
LUMO (spin up / spin down) ... -5.451 / -5.040 eV
Molecular weight ... 117.13 g mol⁻¹
E_HOMO (spin up / spin down) ... -13.80 / -13.93 eV
Electronic energy ... -11357.8339 eV

=====

Entry from the OMol25 dataset: a single C4H9N2P molecule in a non-equilibrium geometry (ωB97M-V/def2-TZVPD).

XYZ file:
```
16
C4H9N2P, DFT ωB97M-V/def2-TZVPD
C -3.24717 1.21808 -0.72322
N -2.30068 1.01148 0.12948
N -1.16372 1.46736 0.18802
C 0.06144 1.06122 0.11776
P 0.29108 -0.80006 -0.18744
C 2.01941 -0.58021 -1.05677
C 0.87067 -1.31871 1.47432
H -4.25986 0.81007 -0.53277
H -3.07816 1.45155 -1.81955
H 0.92572 1.55277 0.37861
H 2.64998 -0.76118 -0.21107
H 2.17680 -1.20766 -1.89383
H 2.12485 0.42323 -1.31928
H 1.66640 -0.71134 1.68493
H 0.09449 -1.13066 2.16934
H 1.16877 -2.48595 1.60149
```

Summary:
Gap between HOMO and LUMO ... 9.0194 eV
2S+1 ... 1
Charge ... 0
Relative energy (zero: lowest compared OMol25 entry of this formula, charge and spin) ... 85.2 kcal per mole
LUMO ... 0.661 eV
Molecular weight ... 116.10 g mol⁻¹
E_HOMO ... -8.36 eV
SMILES string ... C=N/N=C\P(C)C
Electronic energy ... -16559.1914 eV

=====

Entry from the OMol25 dataset: a single C4H9N2P molecule in a non-equilibrium geometry (ωB97M-V/def2-TZVPD).

XYZ file:
```
16
C4H9N2P, DFT ωB97M-V/def2-TZVPD
C -0.49628 0.78684 -0.11775
C 0.84278 0.39086 0.06438
C -2.97412 0.51052 0.07536
C 2.72172 -1.04198 0.03457
N -1.58345 0.02900 0.00581
N 1.32159 -0.81379 -0.04320
P -1.52672 -1.66513 -0.01758
H -0.82844 1.87570 -0.30498
H 1.46250 1.21958 0.15976
H -3.15856 0.96163 -0.88195
H -3.68615 -0.45698 0.22562
H -3.02978 1.36033 0.65986
H 3.23019 -0.17534 -0.18245
H 2.88408 -1.49911 1.10750
H 2.89931 -1.67890 -0.79763
H -0.21132 -1.80752 -0.61886
```

Summary:
Gap between HOMO and LUMO (spin up / spin down) ... 7.0230 / 7.3420 eV
2S+1 ... 3
Charge ... 0
Relative energy (zero: lowest compared OMol25 entry of this formula, charge and spin) ... 12.8 kcal per mole
LUMO (spin up / spin down) ... 0.986 / -0.983 eV
Molecular weight ... 116.10 g mol⁻¹
Expectation value of S² ... 2.024
E_HOMO (spin up / spin down) ... -6.04 / -8.32 eV
Electronic energy ... -16558.1002 eV

=====

Q: Number 6 is which compound?
A: C4H9N2P

=====

Q: Which formula does entry 1 have?
A: C4H9N2O2

=====

Q: 2S+1 of number 5 (C4H9N2P)?
A: 1